(1)
Below is C21H33CoN4O10S as an isolated structure, with properties calculated with wB97M-V/def2-TZVPD.

XYZ file:
```
70
Properties=species:S:1:pos:R:3:mulliken_charge:R:1
Co 0.54 -0.55 -1.27 -0.115
C 4.44 -0.73 1.82 -0.896
N 3.63 0.12 0.93 0.248
C 3.86 1.57 0.98 -1.013
C 2.80 -0.39 0.07 0.605
O 2.16 0.31 -0.77 -0.471
C 2.59 -1.90 0.04 -0.554
O 1.52 -2.12 -0.90 -0.107
C 0.69 -3.28 -0.71 -0.799
C -0.69 -2.88 -1.20 0.877
O -0.82 -1.76 -1.77 -0.494
N -1.69 -3.71 -1.05 0.151
C -1.52 -5.04 -0.45 -1.019
C -3.04 -3.34 -1.50 -0.986
H 5.00 -0.08 2.49 0.350
H 3.81 -1.38 2.42 0.359
H 5.15 -1.33 1.24 0.349
H 3.78 1.90 2.01 0.407
H 4.87 1.79 0.62 0.381
H 3.13 2.08 0.37 0.254
H 3.49 -2.40 -0.33 0.574
H 2.34 -2.30 1.02 0.352
H 1.09 -4.09 -1.33 0.517
H 0.69 -3.59 0.33 0.554
H -0.57 -5.49 -0.75 0.402
H -1.58 -4.98 0.63 0.336
H -2.31 -5.68 -0.82 0.401
H -3.09 -2.27 -1.65 0.293
H -3.27 -3.87 -2.42 0.366
H -3.74 -3.64 -0.72 0.409
C -4.25 2.60 -2.80 -1.161
C -3.44 1.63 -3.64 -0.369
C -1.96 1.97 -3.69 -0.713
S -1.22 1.93 -2.03 0.552
O -0.16 0.79 -2.23 -0.637
C -0.29 3.48 -1.96 -0.870
C 1.04 3.50 -2.70 -0.025
C 0.95 3.51 -4.22 -1.321
H -5.32 2.40 -2.91 0.386
H -4.09 3.63 -3.12 0.318
H -4.02 2.53 -1.74 0.323
H -3.79 1.64 -4.67 0.413
H -3.57 0.60 -3.29 0.175
H -1.79 2.96 -4.12 0.432
H -1.37 1.24 -4.26 0.383
H -0.15 3.64 -0.89 0.473
H -1.00 4.22 -2.33 0.595
H 1.65 2.65 -2.36 -0.045
H 1.56 4.39 -2.34 0.473
H 0.58 2.57 -4.62 0.264
H 1.94 3.67 -4.65 0.406
H 0.31 4.32 -4.57 0.348
O -0.30 1.55 0.68 -0.495
C -0.20 0.45 1.17 -0.076
O 0.03 -0.66 0.48 0.123
C -0.27 0.19 2.64 0.624
C 0.46 -0.85 3.18 0.073
C 0.45 -1.05 4.54 -0.540
C -0.30 -0.27 5.40 -0.556
C -1.04 0.75 4.82 -0.264
C -1.03 1.01 3.46 -0.520
N -1.87 1.61 5.70 1.041
O -1.78 1.42 6.89 -0.580
O -2.56 2.44 5.15 -0.589
N 1.29 -2.14 5.09 1.063
O 1.23 -2.35 6.27 -0.577
O 1.91 -2.81 4.27 -0.630
H 1.06 -1.51 2.57 0.462
H -0.32 -0.43 6.47 0.644
H -1.60 1.84 3.07 0.666
```

Results
Kohn-Sham gap in eV: 7.82
Energy above the lowest of the compared OMol25 structures with the same formula, charge and spin in kJ/mol: 119.56
Highest occupied orbital energy in eV: -15.45
Net charge: +2
Lowest unoccupied orbital energy in eV: -7.6302

***

(2)
Below is C21H33GdN6O5PS as an isolated structure, with properties calculated with wB97M-V/def2-TZVPD.

XYZ file:
```
68
Properties=species:S:1:pos:R:3:lowdin_spin:R:1
Gd -0.87 0.18 0.80 7.117
C -1.98 4.54 -0.26 -0.001
C -1.98 3.05 -0.24 -0.002
N -0.90 2.34 -0.17 -0.024
N 0.31 2.97 -0.14 -0.004
C 1.30 2.19 0.25 -0.002
O 1.15 0.99 0.69 -0.034
C 2.66 2.75 0.13 -0.002
C 3.75 1.89 0.09 0.000
C 5.03 2.39 -0.07 0.000
C 5.23 3.76 -0.18 0.000
C 4.15 4.63 -0.11 0.000
C 2.86 4.13 0.04 -0.001
C -3.23 2.27 -0.28 0.000
C -4.47 2.89 -0.23 0.000
C -5.62 2.11 -0.24 0.000
C -5.49 0.74 -0.29 0.000
C -4.22 0.20 -0.33 0.000
N -3.11 0.93 -0.32 -0.008
H -0.96 4.89 -0.34 0.000
H -2.42 4.92 0.66 0.000
H -2.57 4.91 -1.11 0.000
H 3.58 0.82 0.18 0.000
H 5.87 1.71 -0.11 0.000
H 6.23 4.15 -0.30 0.000
H 4.30 5.70 -0.17 0.000
H 2.01 4.79 0.10 0.000
H -4.54 3.97 -0.19 0.000
H -6.60 2.58 -0.21 0.000
H -6.36 0.09 -0.30 0.000
H -4.07 -0.88 -0.36 0.000
C -2.99 0.05 4.49 0.001
S -1.97 0.12 3.05 0.005
O -0.56 -0.10 3.35 -0.007
O -2.39 -0.91 2.08 -0.010
O -2.12 1.43 2.40 -0.005
H -2.99 -0.98 4.85 0.000
H -3.98 0.37 4.19 0.000
H -2.56 0.73 5.23 0.000
C -0.81 -4.37 -2.11 0.000
N 0.10 -4.05 -1.00 -0.002
C -0.37 -4.60 0.28 0.000
P 0.57 -2.45 -0.86 0.000
O -0.56 -1.50 -0.55 -0.022
N 1.23 -2.09 -2.32 -0.001
C 2.10 -2.99 -3.08 0.000
C 1.47 -0.67 -2.63 0.000
N 1.69 -2.37 0.36 0.000
C 2.98 -3.03 0.21 0.000
C 1.37 -1.91 1.71 0.001
H -0.77 -5.44 -2.29 0.000
H -0.50 -3.84 -3.01 0.000
H -1.84 -4.08 -1.88 0.000
H -0.57 -5.66 0.15 0.000
H -1.29 -4.12 0.63 0.000
H 0.40 -4.49 1.04 0.000
H 1.91 -4.02 -2.79 0.000
H 3.15 -2.76 -2.92 0.000
H 1.88 -2.88 -4.14 0.000
H 0.84 -0.04 -2.01 0.000
H 1.23 -0.49 -3.68 0.000
H 2.52 -0.40 -2.45 0.000
H 3.03 -3.54 -0.75 0.000
H 3.11 -3.79 0.98 0.000
H 3.80 -2.32 0.28 0.000
H 0.29 -1.89 1.87 0.001
H 1.80 -0.92 1.91 0.000
H 1.78 -2.61 2.44 0.000
```

Results
2S+1: 8
Kohn-Sham gap (alpha / beta) in eV: 7.11 / 7.68
Highest occupied orbital energy (alpha / beta) in eV: -10.66 / -10.66
Net charge: +1
Lowest unoccupied orbital energy (alpha / beta) in eV: -3.5486 / -2.9816

***

(3)
Below is a 3-piece molecular cluster, C21H33IN3O3 overall, with properties calculated with wB97M-V/def2-TZVPD.

XYZ file:
```
61
Properties=species:S:1:pos:R:3:mulliken_charge:R:1
C -1.23 -3.08 -0.61 -1.396
C -1.30 -1.74 -0.73 0.153
N -0.41 -0.83 -0.10 0.753
C -1.01 -0.27 1.16 0.567
C -0.23 -0.81 2.38 -2.050
C -1.32 1.24 1.21 0.224
C -1.06 1.92 2.55 -1.636
C 0.25 0.06 -1.08 1.471
C -0.77 0.85 -1.95 -0.801
C -0.21 2.07 -2.66 -1.057
O -0.12 3.19 -1.79 -0.621
C 1.03 -0.85 -2.07 -1.806
C 2.03 -1.77 -1.37 -0.079
C 3.48 -1.29 -1.51 -1.132
I 1.94 -3.78 -2.16 -0.039
C 1.37 0.96 -0.43 -0.685
O 2.12 1.55 -1.23 -0.814
O 1.46 1.00 0.82 -0.739
H -1.22 -3.61 0.35 0.189
H -1.23 -3.71 -1.49 0.357
H -2.14 -1.33 -1.30 0.343
H -1.99 -0.77 1.27 0.446
H 0.12 -1.81 2.14 0.456
H -0.92 -0.92 3.23 0.444
H 0.58 -0.15 2.67 0.280
H -2.39 1.38 1.00 0.483
H -0.79 1.81 0.46 -0.184
H 0.00 2.08 2.70 0.236
H -1.48 1.36 3.39 0.350
H -1.55 2.90 2.54 0.480
H -1.14 0.18 -2.73 0.524
H -1.65 1.14 -1.37 0.471
H 0.76 1.83 -3.08 0.314
H -0.87 2.34 -3.49 0.466
H 0.83 3.27 -1.58 0.310
H 1.61 -0.19 -2.71 0.511
H 0.35 -1.40 -2.72 0.895
H 1.80 -1.80 -0.30 0.274
H 3.69 -0.54 -0.75 0.203
H 3.65 -0.85 -2.49 0.301
H 4.19 -2.12 -1.41 0.491
N -4.20 -4.70 2.57 -0.013
C -4.23 -3.41 2.12 -0.532
C -4.90 -3.41 0.92 -0.267
C -5.28 -4.75 0.65 -0.467
C -4.84 -5.52 1.68 -0.519
H -3.76 -5.00 3.43 0.192
H -3.78 -2.61 2.68 0.428
H -5.09 -2.54 0.31 0.425
H -5.82 -5.10 -0.21 0.379
H -4.92 -6.58 1.86 0.383
N 3.60 3.67 0.38 0.149
C 4.94 3.92 0.26 -0.566
C 5.10 5.14 -0.33 -0.377
C 3.80 5.66 -0.57 -0.734
C 2.90 4.73 -0.12 -0.375
H 3.18 2.83 0.76 0.238
H 5.66 3.20 0.61 0.371
H 6.04 5.61 -0.56 0.389
H 3.55 6.61 -1.03 0.408
H 1.82 4.72 -0.11 0.534
```

Results
Kohn-Sham gap in eV: 7.61
Highest occupied orbital energy in eV: -5.17
Net charge: -1
Lowest unoccupied orbital energy in eV: 2.4313

***

(4)
Below is C21H33N6OSW as an isolated structure, with properties calculated with wB97M-V/def2-TZVPD.

XYZ file:
```
63
Properties=species:S:1:pos:R:3:mulliken_charge:R:1
W -0.42 1.18 0.85 -0.169
C -3.21 -0.50 0.83 -0.843
C -2.15 -1.52 0.44 -0.438
N -0.87 -1.14 1.09 -0.520
C -0.80 -1.60 2.49 -0.802
C 0.10 -0.71 3.30 0.605
C 0.62 -1.09 4.53 -1.033
C 1.37 -0.18 5.26 -0.485
C 1.60 1.08 4.73 -0.928
C 1.06 1.40 3.50 0.487
C 1.26 2.73 2.84 -0.943
N 0.68 2.70 1.52 0.257
C -1.97 2.28 2.12 -0.714
C -3.20 1.95 1.28 -0.750
N -2.72 0.83 0.42 -0.084
N 0.30 0.53 2.78 0.684
H -3.36 -0.51 1.92 0.463
H -4.18 -0.75 0.37 0.488
H -2.01 -1.52 -0.64 -0.041
H -2.46 -2.53 0.75 0.574
H -0.11 -1.62 0.58 0.281
H -0.45 -2.64 2.55 0.597
H -1.80 -1.57 2.95 0.313
H 0.42 -2.08 4.91 0.573
H 1.78 -0.46 6.22 0.490
H 2.18 1.81 5.27 0.583
H 2.34 2.98 2.80 0.548
H 0.81 3.53 3.47 0.475
H 0.87 3.61 1.07 0.193
H -1.87 3.36 2.27 0.448
H -2.06 1.84 3.12 0.398
H -3.50 2.80 0.65 0.403
H -4.07 1.66 1.87 0.391
H -3.02 0.97 -0.55 0.191
N 3.64 -1.67 -0.76 -0.341
C 2.52 -0.97 -0.84 0.713
S 2.22 0.19 0.39 -0.150
N 1.61 -1.17 -1.80 0.199
C 1.70 -1.91 -2.99 0.653
C 0.51 -2.38 -3.54 -0.021
C 0.52 -3.11 -4.71 -0.861
C 1.73 -3.39 -5.35 -0.495
C 2.91 -2.89 -4.83 -0.889
C 2.91 -2.14 -3.66 -0.442
H 4.30 -1.48 -0.03 0.246
H 3.86 -2.40 -1.43 0.271
H 0.72 -0.68 -1.65 -0.267
H -0.43 -2.19 -3.03 0.361
H -0.40 -3.49 -5.13 0.427
H 1.74 -3.98 -6.25 0.425
H 3.85 -3.07 -5.34 0.425
H 3.83 -1.69 -3.33 0.614
C -1.71 1.44 -2.88 -1.544
C -0.43 1.50 -2.05 0.725
C -0.19 2.89 -1.44 -1.303
O -0.49 0.56 -0.98 -0.352
H -1.54 1.85 -3.87 0.499
H -2.51 2.02 -2.42 0.398
H -2.04 0.42 -3.01 0.332
H 0.42 1.25 -2.71 0.465
H -0.94 3.08 -0.62 0.313
H -0.32 3.67 -2.20 0.586
H 0.85 2.96 -1.08 0.316
```

Results
Kohn-Sham gap (alpha / beta) in eV: 4.18 / 4.20
Energy above the lowest of the compared OMol25 structures with the same formula, charge and spin in kJ/mol: 217.54
Highest occupied orbital energy (alpha / beta) in eV: -16.22 / -16.22
Net charge: +3
Lowest unoccupied orbital energy (alpha / beta) in eV: -12.0408 / -12.0204

***

(5)
Below is C21H33O11PdS3 as an isolated structure, with properties calculated with wB97M-V/def2-TZVPD.

XYZ file:
```
69
Properties=species:S:1:pos:R:3:lowdin_spin:R:1
Pd -0.08 -0.13 -0.27 1.536
C -0.87 1.81 3.58 0.002
C -0.87 0.36 3.01 0.023
C -2.23 -0.27 2.70 0.005
O -0.07 0.24 1.92 0.196
H 0.14 2.22 3.54 0.000
H -1.09 1.66 4.64 0.001
H -1.44 2.62 3.13 0.000
H -0.36 -0.16 3.82 0.007
H -2.12 -1.17 2.10 0.000
H -2.85 0.33 2.04 0.000
H -2.76 -0.53 3.62 0.000
C 3.24 -1.64 -2.76 0.086
C 3.31 -2.01 -4.11 0.005
C 1.92 -2.03 -4.96 0.012
O 1.96 -2.11 -6.19 0.139
C 0.62 -1.85 -4.24 0.382
C 0.75 -1.33 -3.04 0.063
C 2.03 -1.35 -2.21 -0.001
O 2.05 -1.20 -0.92 0.056
O -0.26 -0.68 -2.59 0.315
O 4.32 -2.23 -4.80 0.021
H 4.13 -1.71 -2.14 0.004
H -0.31 -1.83 -4.78 0.015
C 4.14 2.23 0.51 0.000
C 3.02 2.25 1.54 0.000
C 1.99 3.24 1.07 -0.001
S 1.81 2.85 -0.71 0.006
O 1.64 4.12 -1.36 0.008
O 0.86 1.75 -0.85 0.030
C 3.52 2.21 -0.89 0.001
H 4.86 1.42 0.65 0.000
H 4.67 3.17 0.61 0.000
H 3.32 2.49 2.56 0.000
H 2.57 1.25 1.51 0.000
H 2.50 4.20 1.17 0.000
H 1.01 3.36 1.53 0.000
H 4.09 2.79 -1.61 0.000
H 3.40 1.20 -1.29 0.000
C -2.85 4.09 -1.08 0.000
C -2.15 3.28 -2.16 0.000
C -3.06 2.01 -2.54 0.000
S -3.40 1.31 -0.85 0.005
O -2.19 0.56 -0.43 0.031
O -4.77 0.76 -0.63 0.008
C -3.32 2.95 0.00 0.000
H -3.71 4.64 -1.46 0.000
H -2.18 4.81 -0.63 0.000
H -1.15 3.08 -1.78 0.000
H -1.96 4.05 -2.90 0.000
H -2.78 1.22 -3.23 0.000
H -4.01 2.38 -2.92 0.000
H -2.68 2.77 0.86 0.000
H -4.31 3.30 0.30 0.000
C 0.23 -5.53 1.57 0.000
C -0.67 -5.09 2.73 0.000
C -1.37 -3.76 2.49 0.001
S -1.23 -3.49 0.64 0.004
O -1.01 -2.10 0.23 0.032
O -2.29 -4.26 0.00 0.006
C 0.36 -4.42 0.52 0.000
H -0.16 -6.48 1.21 0.000
H 1.17 -5.91 1.96 0.000
H -0.13 -4.99 3.68 0.000
H -1.43 -5.86 2.85 0.000
H -0.77 -2.92 2.85 0.000
H -2.38 -3.48 2.79 0.000
H 1.17 -3.80 0.91 0.000
H 0.47 -4.64 -0.54 0.000
```

Results
2S+1: 4
Kohn-Sham gap (alpha / beta) in eV: 7.87 / 5.08
Highest occupied orbital energy (alpha / beta) in eV: -8.23 / -7.96
Net charge: 0
Lowest unoccupied orbital energy (alpha / beta) in eV: -0.3576 / -2.8802

***

(6)
Below is C21H33O2SiSn as an isolated structure, with properties calculated with wB97M-V/def2-TZVPD.

XYZ file:
```
58
Properties=species:S:1:pos:R:3:mulliken_charge:R:1
C -3.79 -1.49 -1.92 -1.041
Si -3.51 -0.36 -0.47 -0.402
C -4.21 -0.88 1.18 -1.020
H -0.63 -0.96 0.09 -0.185
C -3.55 1.44 -0.82 -0.771
Sn -1.42 2.25 -0.77 0.319
C -1.43 4.36 -1.16 -1.171
C -0.70 2.01 1.24 -0.861
C -0.36 1.32 -2.39 -0.833
H -4.79 -1.32 -2.35 0.379
H -3.02 -1.34 -2.70 0.230
H -3.74 -2.52 -1.52 0.166
H -5.28 -0.61 1.25 0.372
H -4.12 -1.98 1.22 0.167
H -3.66 -0.42 2.02 0.226
H -3.91 1.68 -1.82 0.338
H -4.09 2.03 -0.08 0.350
H -0.39 4.71 -1.10 0.306
H -1.82 4.52 -2.17 0.300
H -2.04 4.86 -0.41 0.301
H 0.37 2.25 1.29 0.313
H -1.24 2.71 1.90 0.426
H -0.85 1.00 1.62 0.015
H 0.70 1.59 -2.34 0.275
H -0.45 0.23 -2.38 0.024
H -0.77 1.70 -3.34 0.455
C 3.97 -0.29 -4.82 -0.782
O 3.03 -1.36 -4.57 -0.434
C 2.60 -1.53 -3.29 0.795
C 1.52 -2.41 -3.13 -0.634
C 0.83 -2.42 -1.94 -0.759
C 1.15 -1.54 -0.88 0.520
C 0.20 -1.59 0.30 -0.072
C 0.70 -1.26 1.69 0.826
C -0.01 -1.85 2.75 -0.666
C 0.23 -1.56 4.08 -0.673
C 1.26 -0.65 4.40 0.794
O 1.27 -0.22 5.68 -0.438
C 2.15 0.91 5.97 -0.792
C 2.05 -0.14 3.35 -0.954
C 1.79 -0.44 2.01 0.035
C 2.25 -0.70 -1.04 -0.013
C 3.00 -0.74 -2.19 -0.996
H 4.09 -0.43 -5.89 0.259
H 3.54 0.72 -4.61 0.300
H 4.93 -0.48 -4.30 0.301
H 1.16 -3.01 -3.97 0.354
H -0.06 -3.02 -1.88 0.279
H -0.12 -2.65 0.36 0.421
H -0.88 -2.45 2.53 0.292
H -0.43 -1.95 4.86 0.360
H 1.93 1.00 7.04 0.256
H 3.21 0.62 5.82 0.298
H 1.85 1.83 5.43 0.311
H 2.81 0.61 3.52 0.287
H 2.38 0.11 1.29 0.023
H 2.51 0.12 -0.37 0.520
H 3.81 -0.01 -2.26 0.303
```

Results
Kohn-Sham gap in eV: 2.90
Energy above the lowest of the compared OMol25 structures with the same formula, charge and spin in kJ/mol: 216.76
Highest occupied orbital energy in eV: -0.34
Net charge: -1
Lowest unoccupied orbital energy in eV: 2.5606

***

(7)
Below is C21H34BrN6S2Tl as an isolated structure, with properties calculated with wB97M-V/def2-TZVPD.

XYZ file:
```
65
Properties=species:S:1:pos:R:3:mulliken_charge:R:1
Tl -0.04 0.08 -0.02 1.593
N 2.65 -0.27 0.55 -0.588
N 3.01 -0.11 1.89 -0.293
C 2.11 0.02 2.88 0.779
N 2.62 0.06 4.11 -0.416
S 0.44 0.13 2.69 -0.286
H 2.79 -1.23 0.26 0.327
H 3.24 0.33 -0.02 0.312
H 3.98 -0.27 2.14 0.222
H 3.61 0.02 4.31 0.197
H 1.99 0.18 4.89 0.211
C -3.31 3.98 -2.47 -0.870
N -3.03 2.63 -1.91 0.145
C -2.10 1.88 -2.79 -0.800
C -2.56 2.68 -0.46 0.514
C -1.16 3.19 -0.29 0.363
C -0.95 4.57 -0.16 -0.457
C 0.31 5.09 0.02 -0.950
C 1.40 4.24 0.08 -0.803
C 1.22 2.87 -0.03 -0.569
C -0.05 2.33 -0.21 0.142
H -3.70 3.89 -3.48 0.369
H -2.38 4.55 -2.49 0.449
H -4.04 4.50 -1.85 0.349
H -3.91 2.12 -1.89 0.282
H -1.16 2.42 -2.86 0.399
H -2.54 1.78 -3.78 0.436
H -1.92 0.90 -2.36 0.135
H -2.63 1.67 -0.09 -1.305
H -3.26 3.32 0.07 0.736
H -1.81 5.23 -0.17 0.512
H 0.45 6.16 0.12 0.430
H 2.40 4.64 0.21 0.448
H 2.08 2.22 0.04 0.214
Br 0.32 -6.72 -0.46 -0.133
C 0.22 -4.84 -0.40 -0.027
C 0.65 -4.10 -1.49 -0.572
C 0.58 -2.71 -1.46 -0.383
C 0.09 -2.10 -0.32 -0.244
C -0.36 -2.83 0.77 -0.174
C -0.29 -4.22 0.73 -0.659
H 1.03 -4.60 -2.37 0.453
H 0.91 -2.15 -2.32 0.452
H -0.76 -2.35 1.65 0.364
H -0.63 -4.81 1.57 0.457
C -4.83 -1.15 -2.20 -0.967
N -5.37 -0.59 -0.96 0.177
C -6.71 -1.12 -0.66 -1.210
C -4.53 -0.22 0.04 -0.099
S -2.90 -0.71 0.02 -0.014
N -5.01 0.58 1.01 0.341
C -6.25 1.35 0.89 -1.303
C -4.35 0.72 2.30 -1.102
H -5.61 -1.09 -2.96 0.378
H -4.54 -2.19 -2.07 0.379
H -3.96 -0.59 -2.53 0.185
H -6.70 -2.20 -0.78 0.377
H -7.45 -0.70 -1.34 0.358
H -7.00 -0.91 0.36 0.439
H -6.57 1.40 -0.15 0.414
H -6.05 2.37 1.25 0.413
H -7.05 0.94 1.49 0.385
H -3.60 -0.05 2.43 0.388
H -5.09 0.63 3.10 0.393
H -3.87 1.70 2.40 0.304
```

Results
Kohn-Sham gap in eV: 8.48
Highest occupied orbital energy in eV: -13.24
Net charge: +2
Lowest unoccupied orbital energy in eV: -4.7563

***

Q: What is the net charge in the fourth record?
A: +3